ORCA calculation (wB97M-V/def2-TZVPD) on a single C2H4NP molecule in a non-equilibrium geometry.

Relative energy (zero: lowest compared OMol25 entry of this formula, charge and spin), kcal per mole: 26.5
Maximum force, eV/Å: 3.6
HOMO level, eV: -9.48
Kohn-Sham gap, hartree: 0.38192
SMILES: CP1=CN=1
Calculated total energy, a.u.: -474.63153

Atoms and positions in Å:
C1 1.21658 0.89949 0.52714
C2 -0.90435 -0.66066 -0.26737
N1 1.62176 0.65799 -0.63662
P1 0.89545 -0.80383 0.20266
H1 1.03746 1.92430 1.22298
H2 -1.46681 -0.14377 0.54811
H3 -1.38790 -1.65006 -0.41837
H4 -1.01219 -0.22345 -1.17852